(1)
A structure of composition C6H11NO2P. Source: the OMol25 dataset; level of theory: wB97M-V/def2-TZVPD.

Each line ends with the Löwdin charge.
Positions of all 21 atoms, in Å:
C 2.760 -1.264 0.359  -0.189
C 2.522 0.605 -1.172  -0.234
C 2.479 0.132 0.230  -0.296
C -1.368 -2.338 0.618  -0.044
C -0.018 1.922 1.316  -0.080
C -1.631 -0.973 -0.119  -0.148
N 2.615 -2.446 0.410  0.206
O 1.387 1.523 -1.212  -0.166
O -0.317 -0.345 -0.354  -0.212
P 0.679 0.640 0.221  0.988
H 3.472 1.038 -1.377  0.133
H 2.359 -0.244 -1.853  0.144
H 3.074 0.670 0.989  0.157
H -0.552 -2.763 0.149  0.036
H -1.109 -2.140 1.702  0.101
H -2.254 -3.009 0.521  0.104
H -0.432 1.346 2.217  0.111
H -0.848 2.312 0.853  0.039
H 0.786 2.623 1.478  0.074
H -2.242 -0.251 0.465  0.126
H -2.100 -1.210 -1.122  0.149

Charge: +1
Kohn-Sham gap (eV): 11.251

---

(2)
An isolated molecule of C6H11NO2S. Source: the OMol25 dataset; level of theory: wB97M-V/def2-TZVPD.

Each line ends with the Löwdin charge.
Positions of all 21 atoms, in Å:
C -0.594 5.274 1.005  -0.393
S 0.471 4.324 -0.145  0.829
C 0.493 2.829 0.758  -0.431
C 0.302 1.616 0.142  -0.092
C 0.345 0.356 0.861  -0.511
O 0.378 0.312 2.070  0.054
N 0.335 -0.819 0.122  0.063
C 0.386 -2.132 0.714  -0.171
C 1.690 -2.832 0.370  -0.268
O 1.823 -3.083 -1.012  -0.084
H -1.570 4.756 1.129  0.051
H -0.729 6.267 0.633  0.015
H -0.112 5.382 1.987  0.040
H 0.673 2.763 1.820  0.084
H 0.156 1.581 -0.928  0.093
H 0.444 -0.770 -0.875  0.130
H -0.468 -2.743 0.304  0.138
H 0.297 -2.161 1.790  0.117
H 2.531 -2.243 0.694  0.113
H 1.748 -3.814 0.878  0.122
H 2.515 -3.749 -1.205  0.101

Kohn-Sham gap (eV): 9.124
SMILES: CS/C=C/C(=O)NCCO

---

(3)
A structure of composition C6H11NO2S. Source: the OMol25 dataset; level of theory: wB97M-V/def2-TZVPD.

Each line ends with the Löwdin charge.
Positions of all 21 atoms, in Å:
C 2.263 2.761 -1.342  -0.002
C 1.296 1.896 -1.493  -0.271
C -0.262 -0.463 -0.185  -0.492
C -2.198 -0.120 1.483  -0.052
C -1.028 -2.436 1.251  -0.042
C -0.835 -0.901 1.266  -0.266
N 1.077 -0.374 -0.263  -0.131
O -0.905 -0.062 -1.194  -0.067
O 2.972 -0.143 -1.678  -0.368
S 1.576 0.172 -1.590  0.799
H 2.058 3.846 -1.131  0.092
H 3.330 2.513 -1.271  0.078
H 0.259 2.282 -1.444  0.107
H -2.304 0.473 0.593  0.046
H -2.104 0.556 2.399  0.088
H -3.038 -0.783 1.757  0.075
H -1.387 -2.700 0.289  0.082
H -1.588 -2.800 2.002  0.038
H -0.087 -2.810 1.424  0.053
H -0.101 -0.564 1.935  0.099
H 1.004 -0.342 -2.807  0.131

Kohn-Sham gap (eV): 9.953

---

(4)
A cluster of 2 separate species, C6H11NO3P in total. Source: the OMol25 dataset; level of theory: wB97M-V/def2-TZVPD.

Each line ends with the Löwdin charge.
Positions of all 22 atoms, in Å:
C 1.604 2.541 0.799  -0.066
C 0.785 1.796 0.111  -0.213
C 0.608 0.002 -1.992  -0.086
C 1.164 0.506 -0.587  -0.224
C 0.176 -0.670 -0.679  -0.328
C 0.073 -2.531 0.794  -0.145
N 0.491 -2.005 -0.501  -0.125
O -3.017 1.401 -0.851  -0.361
O -3.362 -0.735 0.409  -0.427
O -1.803 1.136 1.301  -0.247
P -2.421 0.376 -0.003  0.362
H 1.127 3.322 1.462  0.059
H 2.681 2.155 1.103  0.082
H -0.168 2.253 0.016  0.067
H -0.105 0.575 -2.604  0.086
H 1.279 -0.697 -2.484  0.074
H 2.205 0.486 -0.480  0.086
H -0.920 -2.191 1.104  0.045
H -0.066 -3.670 0.682  0.086
H 0.907 -2.237 1.563  0.099
H 0.145 -2.558 -1.257  0.096
H -1.381 0.744 2.094  0.078

Charge: -1
Kohn-Sham gap (spin up / spin down) (eV): 6.900 / 6.898

---

(5)
An isolated molecule of C6H11NO4S. Source: the OMol25 dataset; level of theory: wB97M-V/def2-TZVPD.

Each line ends with the Löwdin charge.
Positions of all 23 atoms, in Å:
O -0.923 3.365 -0.787  0.114
C -0.849 2.314 -0.212  -0.512
O -1.304 2.138 1.048  0.081
C -0.280 1.049 -0.844  -0.093
N -0.022 0.014 0.163  -0.192
C -0.405 -1.354 -0.219  -0.256
C -1.771 -1.754 0.316  -0.540
S -3.197 -0.856 -0.373  0.726
C 1.301 0.129 0.741  -0.094
C 2.451 -0.216 -0.204  -0.515
O 2.311 -0.623 -1.334  0.111
O 3.639 -0.047 0.388  0.106
H -1.075 1.196 1.240  0.088
H 0.596 1.306 -1.458  0.141
H -0.985 0.678 -1.554  0.109
H -0.354 -1.490 -1.317  0.129
H 0.357 -2.038 0.202  0.128
H -1.951 -2.807 0.054  0.072
H -1.777 -1.668 1.421  0.082
H -2.984 0.326 0.257  -0.144
H 1.405 -0.541 1.640  0.155
H 1.486 1.168 1.110  0.153
H 4.330 -0.291 -0.279  0.151

Kohn-Sham gap (eV): 9.773
SMILES: O=C(O)CN(CCS)CC(=O)O

---

(6)
A structure of composition C6H11NO4Yb. Source: the OMol25 dataset; level of theory: wB97M-V/def2-TZVPD.

Each line ends with the Löwdin charge.
Positions of all 23 atoms, in Å:
N 2.985 -0.885 0.330  -0.111
C 2.270 0.415 0.505  -0.167
C 0.889 0.409 -0.171  -0.386
O 1.015 1.341 -1.233  -0.018
C -0.275 0.650 0.774  -0.054
C -1.639 0.469 0.089  -0.240
C -2.683 -0.407 0.819  -0.052
O -3.142 -1.296 -0.203  0.090
C -2.587 -0.972 -1.384  -0.543
O -2.948 -1.297 -2.453  0.223
O -1.455 -0.226 -1.147  0.037
H 3.038 -1.494 1.143  0.124
H 2.470 -1.415 -0.384  0.044
H 2.284 0.694 1.558  0.147
H 2.841 1.192 -0.025  0.106
H 0.757 -0.585 -0.633  0.135
H 0.195 1.825 -1.394  0.120
H -0.188 1.671 1.160  0.147
H -0.182 -0.024 1.632  0.136
H -2.099 1.439 -0.113  0.164
H -3.514 0.197 1.176  0.144
H -2.291 -1.014 1.637  0.137
Yb 4.259 -0.686 -1.683  1.815

Charge: +2
Kohn-Sham gap (eV): 5.587